(1)
11
Properties=species:S:1:pos:R:3 method="wB97M-V/def2-TZVPD" orbital_gap_ev="7.376 / 7.379" relative_energy_kcal_mol=109.4
C -4.42693 -0.01887 -1.33008
C -4.68470 0.60056 -0.06694
C -2.50417 0.24687 0.64104
C 0.32694 -0.08020 0.04740
N -4.16798 -0.30510 -2.42770
F -5.34578 -0.02298 0.83684
F -2.07496 1.32611 1.17275
S -1.49000 -0.76277 -0.16610
H 0.74399 -1.03004 0.40388
H 0.17356 0.65568 0.69090
H 0.48096 0.12491 -1.06341


(2)
12
Properties=species:S:1:pos:R:3 method="wB97M-V/def2-TZVPD" orbital_gap_ev=8.794 relative_energy_kcal_mol=120.5
C -0.27852 1.44971 -0.15351
C -0.25424 -0.00679 0.59601
C 0.72891 -1.05196 0.10290
H 0.37716 1.15529 -1.23874
H 0.65953 2.03271 0.64215
H -1.41778 1.98250 -0.22986
H -0.37987 0.10513 1.82407
H -0.92636 -1.17856 -1.45458
H 0.68125 -1.90300 1.06733
H 0.69129 -1.56027 -0.95670
F 1.99491 -0.39621 -0.14477
S -1.87627 -0.62854 -0.05431


(3)
90
Properties=species:S:1:pos:R:3 method="wB97M-V/def2-TZVPD" orbital_gap_ev=9.320 relative_energy_kcal_mol=0.0
N -2.06137 -3.16711 1.24326
C -1.81244 -3.79009 2.42217
N -0.60872 -3.48371 2.98196
O -2.66582 -4.48815 2.97194
H -1.46939 -2.39051 1.01799
H -2.87743 -3.51560 0.77760
H 0.00661 -2.84430 2.49473
H -0.47300 -3.75020 3.93751
N -0.69268 1.16504 3.97037
C -0.48474 1.93301 5.07711
N -0.97587 3.17602 4.89429
O 0.09896 1.51344 6.07329
H -0.24335 0.26814 3.92873
H -1.33124 1.45419 3.24319
H -0.85652 3.93210 5.53989
H -1.57820 3.27025 4.09381
N -0.64017 0.96568 -4.01123
C 0.58046 0.56998 -3.57142
N 0.85229 -0.68172 -4.00304
O 1.36073 1.25481 -2.88857
H -0.83476 1.91483 -3.73538
H -1.22726 0.42319 -4.61233
H 0.15496 -1.14868 -4.54790
H 1.60062 -1.23996 -3.62516
N 2.68341 -2.95684 0.24177
C 1.48781 -3.38840 -0.23096
N 1.55984 -4.64890 -0.75925
O 0.51712 -2.62899 -0.32994
H 2.73325 -2.01553 0.59012
H 3.36984 -3.63678 0.50347
H 0.84571 -5.02785 -1.35403
H 2.48365 -5.02942 -0.76603
N 3.49474 -0.03412 -1.64427
C 4.25992 -0.87987 -2.39308
N 5.34952 -1.35393 -1.73957
O 3.95729 -1.25864 -3.52522
H 2.66271 0.33804 -2.12365
H 3.61649 0.10484 -0.66021
H 5.87460 -2.05051 -2.24000
H 5.78337 -0.79242 -1.03019
N 1.38068 1.60947 1.66916
C 2.49344 2.33011 1.40888
N 2.35595 3.68423 1.48766
O 3.54406 1.73568 1.13272
H 1.50832 0.61339 1.76554
H 0.53598 2.08924 1.90313
H 3.09239 4.26254 1.12858
H 1.56012 4.08023 1.94398
N -2.53695 3.31848 -1.98388
C -2.64243 3.66158 -3.30531
N -1.48747 4.19970 -3.78171
O -3.61280 3.39904 -3.99100
H -3.33325 2.89427 -1.54316
H -1.64365 3.18490 -1.54698
H -0.74393 4.51590 -3.18839
H -1.43489 4.36476 -4.77134
N -1.87059 -2.77088 -2.11042
C -1.65080 -3.12949 -3.41147
N -0.34804 -3.32237 -3.69112
O -2.54466 -3.25054 -4.25143
H -1.17168 -3.08587 -1.45406
H -2.85810 -2.78326 -1.91217
H -0.13406 -3.52644 -4.65187
H 0.29327 -2.93655 -3.01810
N 1.41145 -1.40272 5.12306
C 1.92067 -0.92228 3.96704
N 3.03364 -0.17580 3.99902
O 1.33283 -1.16320 2.89148
H 0.73752 -2.13564 5.01062
H 1.93772 -1.25668 5.96597
H 3.33998 0.33058 3.17938
H 3.53371 0.08255 4.83170
C -1.37865 4.08465 1.54314
O -2.19745 3.02084 2.00292
H -1.21777 4.81386 2.34266
H -0.38766 3.67351 1.35561
H -1.62759 4.56000 0.59424
H -3.05652 3.19550 1.60289
C -0.82811 0.61301 -0.34097
O -0.99692 -0.06608 0.91121
H 0.21918 0.71976 -0.62705
H -1.34287 -0.01348 -1.07199
H -1.21983 1.62778 -0.28587
H -0.27578 -0.71210 0.87436
C -4.07174 0.08866 -2.13719
O -4.75403 -0.30947 -3.32615
H -3.85354 -0.75459 -1.47588
H -3.11323 0.56855 -2.31925
H -4.74021 0.77865 -1.61370
H -5.65662 -0.46532 -3.03620


(4)
46
Properties=species:S:1:pos:R:3 method="wB97M-V/def2-TZVPD" orbital_gap_ev=9.473 relative_energy_kcal_mol=38.8 total_charge=+1
C 3.58079 0.33987 -1.45529
C 2.40255 -0.39917 -0.88887
C 2.53751 -0.28920 0.66805
C 1.28250 -0.13825 1.55229
N -1.68757 2.04829 1.12412
C -0.86757 1.12590 0.90770
N 0.47679 1.08145 1.26826
N 1.10710 0.14880 -1.36290
H 4.61476 0.08480 -1.09754
H 3.60954 1.41392 -1.38518
H 3.70031 0.13678 -2.55842
H 2.39153 -1.46229 -1.11263
H 3.24782 0.49638 0.96887
H 3.04108 -1.21067 1.06828
H 1.56890 -0.14576 2.61392
H 0.67672 -1.03765 1.26043
H -1.46363 2.85624 1.69944
H -1.11616 0.22417 0.27670
H 0.67235 1.75770 2.00483
H 1.02126 1.13611 -1.60722
H 0.29071 -0.15235 -0.80076
H 0.82689 -0.33594 -2.24208
H -2.35871 1.43926 -2.41990
H -2.34862 0.83607 -3.77292
O -1.76357 0.96332 -3.01445
H -1.58921 -1.75236 2.35892
H -0.78703 -2.14503 3.60718
O -0.66794 -1.74059 2.73756
H -1.69294 -0.65179 -1.51488
H -2.25561 -1.98756 -1.89721
O -1.54761 -1.59965 -1.36115
H -1.17973 0.98717 4.67432
H -1.04839 -0.11999 3.51246
O -0.94113 0.82197 3.75217
H -3.43741 -2.55240 1.68664
H -3.34698 -1.15574 0.95848
O -3.15739 -1.63487 1.78280
H -4.39056 0.94406 -0.97195
H -2.96146 1.07011 -0.40139
O -3.53867 0.49831 -0.93774
H 0.35474 -3.57644 -0.28710
H -0.16428 -2.61916 -1.34521
O 0.66184 -2.87863 -0.87872
H 2.56702 3.24750 -1.80891
H 1.87978 3.09553 -3.14326
O 1.79970 2.83180 -2.21775


Repeat the first record exactly.
11
Properties=species:S:1:pos:R:3 method="wB97M-V/def2-TZVPD" orbital_gap_ev="7.376 / 7.379" relative_energy_kcal_mol=109.4
C -4.42693 -0.01887 -1.33008
C -4.68470 0.60056 -0.06694
C -2.50417 0.24687 0.64104
C 0.32694 -0.08020 0.04740
N -4.16798 -0.30510 -2.42770
F -5.34578 -0.02298 0.83684
F -2.07496 1.32611 1.17275
S -1.49000 -0.76277 -0.16610
H 0.74399 -1.03004 0.40388
H 0.17356 0.65568 0.69090
H 0.48096 0.12491 -1.06341